Record 1
Here is C3H3FN2 in the gas phase at a distorted geometry from the OMol25 dataset. Energies are from the ωB97M-V functional and the def2-TZVPD basis.

Each line ends with the natural charge from an NBO analysis.
CARTESIAN COORDINATES (ANGSTROEM)
C: -0.2693 0.9022 -0.5253  -0.48
C: -0.4306 -0.4957 -0.9238  -0.01
C: 0.1894 1.1668 0.7083  0.50
N: 0.0487 -1.4183 -0.1434  -0.15
N: 0.3367 -1.2466 1.1049  -0.38
F: 0.0788 2.2426 1.4228  -0.30
H: -0.3437 1.4938 -1.3391  0.24
H: -0.7429 -0.9269 -1.8504  0.22
H: 1.1328 -1.7180 1.5460  0.37

## Properties
* energy above the lowest of the compared OMol25 structures with the same formula, charge and spin: 526.40 kJ/mol
* HOMO-LUMO gap (alpha / beta): 8.385 / 8.126 eV
* molar mass: 86.07 g mol⁻¹
* charge: 0

=====

Record 2
Here is C3H8N2S in the gas phase at a distorted geometry from the OMol25 dataset. Energies are from the ωB97M-V functional and the def2-TZVPD basis.

Each line ends with the natural charge from an NBO analysis.
CARTESIAN COORDINATES (ANGSTROEM)
C: 2.1834 0.0591 0.1469  -0.44
C: -0.2143 0.3266 0.1016  0.44
C: -0.4092 -0.8025 -0.8870  -0.71
H: 2.6923 0.6651 -0.6314  0.20
H: 2.8514 0.0069 1.0331  0.20
H: 2.1935 -0.9585 -0.2472  0.18
H: -1.4889 -1.0086 -1.0927  0.24
H: 0.0356 -0.6007 -1.8611  0.24
H: -0.0257 -1.7675 -0.4828  0.24
H: -0.9829 1.7513 1.2022  0.41
H: -3.4461 -0.1132 1.2239  0.10
N: 0.9220 0.7307 0.5060  -0.51
N: -1.3177 0.9366 0.6883  -0.76
S: -2.9934 0.7745 0.3003  0.18

## Properties
* energy above the lowest of the compared OMol25 structures with the same formula, charge and spin: 145.13 kJ/mol
* HOMO-LUMO gap: 9.548 eV
* SMILES: C/N=C(\C)NS
* molar mass: 104.18 g mol⁻¹
* charge: 0

=====

Copy entry 1 word for word.
Here is C3H3FN2 in the gas phase at a distorted geometry from the OMol25 dataset. Energies are from the ωB97M-V functional and the def2-TZVPD basis.

Each line ends with the natural charge from an NBO analysis.
CARTESIAN COORDINATES (ANGSTROEM)
C: -0.2693 0.9022 -0.5253  -0.48
C: -0.4306 -0.4957 -0.9238  -0.01
C: 0.1894 1.1668 0.7083  0.50
N: 0.0487 -1.4183 -0.1434  -0.15
N: 0.3367 -1.2466 1.1049  -0.38
F: 0.0788 2.2426 1.4228  -0.30
H: -0.3437 1.4938 -1.3391  0.24
H: -0.7429 -0.9269 -1.8504  0.22
H: 1.1328 -1.7180 1.5460  0.37

## Properties
* energy above the lowest of the compared OMol25 structures with the same formula, charge and spin: 526.40 kJ/mol
* HOMO-LUMO gap (alpha / beta): 8.385 / 8.126 eV
* molar mass: 86.07 g mol⁻¹
* charge: 0